No. 1
Molecular formula: C26H67BrClN5O8S
Method: DFT, the ωB97M-V functional and the def2-TZVPD basis

Cartesian coordinates (Å):
O -0.743 -4.207 3.697
S -0.301 -4.908 2.491
O 0.918 -4.032 1.868
C 1.330 -2.808 2.503
C 1.969 -1.953 1.432
C 1.764 -0.475 1.716
Cl 0.217 0.090 0.992
O -1.346 -4.655 1.319
C -1.785 -3.301 1.074
C -3.044 -2.952 1.862
C -3.060 -1.509 2.345
Br -3.276 -0.254 0.867
H 0.450 -2.309 2.918
H 2.006 -3.049 3.330
H 3.036 -2.165 1.314
H 1.470 -2.201 0.488
H 2.562 0.145 1.309
H 1.666 -0.271 2.785
H -0.967 -2.608 1.304
H -1.945 -3.257 -0.005
H -3.929 -3.133 1.243
H -3.099 -3.598 2.742
H -3.889 -1.312 3.022
H -2.128 -1.206 2.828
C 1.726 1.730 -4.028
C 1.147 1.940 -2.633
C 0.727 3.384 -2.326
O 1.827 4.226 -2.050
C 2.458 4.820 -3.160
N 2.103 1.436 -1.647
H 2.750 2.104 -4.087
H 1.753 0.663 -4.254
H 1.130 2.234 -4.791
H 0.239 1.331 -2.559
H 0.133 3.376 -1.408
H 0.106 3.803 -3.130
H 1.731 5.204 -3.885
H 3.144 4.139 -3.669
H 3.035 5.660 -2.774
H 1.675 1.412 -0.727
H 2.868 2.110 -1.581
C -9.449 -4.499 0.106
C -8.652 -3.869 1.243
C -7.574 -2.883 0.781
O -6.423 -3.485 0.221
C -6.513 -3.838 -1.145
N -8.127 -4.930 2.103
H -8.874 -5.283 -0.390
H -10.354 -4.960 0.498
H -9.734 -3.757 -0.642
H -9.348 -3.281 1.851
H -7.216 -2.332 1.654
H -7.994 -2.153 0.076
H -7.125 -3.118 -1.697
H -6.929 -4.837 -1.291
H -5.501 -3.821 -1.550
H -7.718 -4.530 2.941
H -7.360 -5.389 1.619
C -1.047 3.446 3.160
C -2.386 2.822 2.780
C -3.496 3.843 2.517
O -4.032 4.452 3.676
C -3.312 5.561 4.172
N -2.763 1.835 3.800
H -1.049 3.793 4.195
H -0.254 2.708 3.064
H -0.805 4.294 2.516
H -2.253 2.280 1.838
H -4.336 3.321 2.049
H -3.149 4.615 1.816
H -2.883 6.149 3.354
H -2.504 5.268 4.848
H -4.016 6.185 4.722
H -3.595 1.341 3.489
H -3.058 2.361 4.619
C 5.388 4.064 0.125
C 5.776 2.812 -0.655
C 7.284 2.631 -0.853
O 7.858 3.494 -1.815
C 8.211 4.781 -1.353
N 5.030 2.795 -1.915
H 5.466 4.956 -0.499
H 4.350 3.992 0.451
H 6.022 4.202 1.003
H 5.445 1.942 -0.077
H 7.462 1.620 -1.226
H 7.811 2.734 0.105
H 8.576 4.742 -0.321
H 7.378 5.487 -1.399
H 9.013 5.146 -1.994
H 5.165 1.902 -2.383
H 5.442 3.485 -2.537
C 4.319 -3.855 -1.971
C 3.134 -3.027 -1.483
C 1.889 -3.130 -2.372
O 1.969 -2.419 -3.592
C 2.620 -3.088 -4.650
N 3.564 -1.645 -1.272
H 4.817 -3.369 -2.811
H 5.054 -3.957 -1.173
H 4.009 -4.853 -2.285
H 2.831 -3.425 -0.508
H 1.047 -2.686 -1.834
H 1.645 -4.184 -2.570
H 2.416 -4.164 -4.621
H 3.703 -2.941 -4.636
H 2.226 -2.681 -5.581
H 2.810 -1.112 -0.847
H 3.674 -1.202 -2.181

For the relative energy (zero: lowest compared OMol25 entry of this formula, charge and spin), the calculation gives 0.0 kcal per mole. The HOMO energy comes out at -0.3230 hartree. The lowest unoccupied orbital energy is 0.565 eV. As for the charge: 0. The value obtained for the gap between HOMO and LUMO is 9.35 eV. The multiplicity is 1. Its strongest force on any atom is 0.6 eV/Å. The calculation puts the total energy at -145276.428 eV.



No. 2
Molecular formula: C26H69BNO26S7Si
Method: DFT, the ωB97M-V functional and the def2-TZVPD basis

Cartesian coordinates (Å):
C -5.645 6.293 6.871
Si -5.653 4.889 5.586
C -5.024 5.515 3.933
C -4.492 3.542 6.221
C -7.354 4.255 5.373
C -8.266 5.374 4.914
O -9.035 6.021 5.989
N -10.346 5.814 5.879
O -10.961 6.340 6.744
O -7.820 3.735 6.705
B -8.569 2.632 6.597
O -9.765 2.587 7.235
O -8.159 1.455 6.015
H -5.931 5.859 7.814
H -4.703 6.819 6.994
H -6.387 7.033 6.612
H -4.725 4.680 3.319
H -5.788 6.031 3.373
H -4.187 6.166 4.052
H -3.508 3.688 5.798
H -4.379 3.578 7.294
H -4.834 2.557 5.938
H -7.707 6.197 4.497
H -9.002 5.051 4.189
H -10.081 3.499 7.413
H -7.258 1.273 6.338
O -2.133 7.044 3.231
S -1.889 8.444 3.341
O -2.277 9.343 2.301
O -0.348 8.667 3.670
C 0.624 8.048 2.799
C 0.793 8.807 1.498
C -2.530 9.018 4.872
H 0.354 7.006 2.623
H 1.550 8.051 3.369
H -0.101 8.741 0.881
H 1.631 8.392 0.938
H 0.983 9.862 1.694
H -2.193 8.353 5.662
H -3.614 8.989 4.786
H -2.185 10.035 5.035
O 3.279 3.331 5.779
S 3.218 3.536 4.366
O 2.978 4.849 3.854
O 2.171 2.532 3.744
C 0.842 2.497 4.329
C -0.005 3.674 3.902
C 4.649 2.866 3.600
H 0.925 2.434 5.414
H 0.415 1.562 3.978
H 0.373 4.606 4.320
H -1.033 3.544 4.240
H 0.000 3.775 2.817
H 4.804 1.854 3.959
H 5.484 3.504 3.883
H 4.508 2.878 2.523
O 6.053 0.383 1.755
S 5.641 0.687 0.419
O 4.315 1.155 0.178
O 5.949 -0.554 -0.506
C 5.439 -1.845 -0.073
C 3.958 -1.994 -0.345
C 6.787 1.801 -0.313
H 5.673 -1.991 0.982
H 6.007 -2.578 -0.638
H 3.376 -1.318 0.280
H 3.641 -3.015 -0.138
H 3.731 -1.762 -1.384
H 7.791 1.420 -0.158
H 6.657 2.759 0.185
H 6.556 1.889 -1.370
O 1.478 -2.786 -2.496
S 0.276 -2.637 -1.727
O -0.178 -3.722 -0.920
O -0.880 -2.164 -2.691
C -1.098 -2.951 -3.895
C -1.873 -4.224 -3.638
C 0.358 -1.177 -0.753
H -0.140 -3.154 -4.365
H -1.655 -2.295 -4.558
H -1.300 -4.929 -3.035
H -2.122 -4.699 -4.583
H -2.797 -4.005 -3.105
H 0.670 -0.350 -1.384
H 1.088 -1.359 0.030
H -0.623 -0.998 -0.324
O 0.425 -4.594 -6.539
S 1.786 -4.889 -6.876
O 2.275 -4.535 -8.168
O 2.029 -6.435 -6.626
C 1.081 -7.357 -7.210
C 1.298 -7.561 -8.695
C 2.859 -4.277 -5.632
H 0.069 -7.012 -6.994
H 1.233 -8.285 -6.665
H 1.071 -6.658 -9.259
H 0.653 -8.363 -9.053
H 2.336 -7.825 -8.896
H 2.488 -4.588 -4.660
H 2.846 -3.193 -5.713
H 3.857 -4.663 -5.820
O -4.068 -4.699 -6.100
S -3.957 -4.499 -7.512
O -4.126 -3.193 -8.057
O -4.953 -5.499 -8.237
C -6.326 -5.500 -7.780
C -7.120 -4.324 -8.311
C -2.456 -5.203 -8.089
H -6.342 -5.536 -6.691
H -6.735 -6.438 -8.147
H -6.771 -3.384 -7.887
H -8.172 -4.446 -8.055
H -7.024 -4.256 -9.394
H -2.376 -6.210 -7.691
H -1.648 -4.580 -7.709
H -2.455 -5.206 -9.175
O 7.293 -4.844 -0.412
S 8.256 -5.882 -0.607
O 7.885 -7.240 -0.381
O 9.544 -5.535 0.247
C 9.343 -5.217 1.646
C 9.113 -6.448 2.498
C 8.993 -5.731 -2.194
H 8.523 -4.505 1.738
H 10.257 -4.708 1.943
H 8.161 -6.921 2.264
H 9.108 -6.168 3.551
H 9.900 -7.182 2.329
H 9.308 -4.702 -2.337
H 8.230 -6.004 -2.919
H 9.834 -6.415 -2.252

The HOMO energy comes out at -0.0857 hartree. The lowest unoccupied orbital energy is 0.928 eV. As for the charge: -1. The value obtained for the gap between HOMO and LUMO is 3.26 eV. The multiplicity is 1. Its strongest force on any atom is 2.0 eV/Å. The calculation puts the total energy at -167205.481 eV.



No. 3
Molecular formula: C26H69ClF5N2O15
Method: DFT, the ωB97M-V functional and the def2-TZVPD basis

Cartesian coordinates (Å):
C -0.371 -3.955 -0.106
C -0.048 -3.331 -1.474
O 0.397 -2.009 -1.401
C -0.613 -1.112 -1.065
C -0.370 0.239 -1.707
O 0.892 0.798 -1.460
C 1.015 1.348 -0.148
C 2.305 0.890 0.551
N 2.059 -0.494 0.979
C 3.423 0.812 -0.572
O 4.097 -0.242 -0.636
O 3.539 1.843 -1.297
N 2.722 1.730 1.693
C 1.657 2.350 2.451
C 0.677 1.403 3.145
C 1.291 0.416 4.135
C 2.059 1.044 5.258
F 1.342 1.993 5.926
F 3.195 1.651 4.850
C 2.522 -0.005 6.322
F 2.785 0.563 7.500
F 3.681 -0.553 5.888
F 1.658 -1.015 6.467
C 3.856 2.610 1.480
C 5.255 1.989 1.777
C 5.233 0.566 2.283
Cl 6.306 2.145 0.320
H -1.054 -4.784 -0.265
H 0.510 -4.372 0.369
H -0.891 -3.259 0.545
H -0.945 -3.428 -2.084
H 0.695 -3.969 -1.934
H -0.808 -1.030 0.011
H -1.545 -1.476 -1.525
H -1.199 0.929 -1.498
H -0.409 0.035 -2.777
H 1.005 2.437 -0.224
H 0.106 1.059 0.387
H 2.731 -0.782 1.670
H 1.108 -0.632 1.286
H 1.053 3.054 1.871
H 2.073 2.955 3.247
H 0.041 0.852 2.463
H 0.010 2.038 3.729
H 1.922 -0.341 3.681
H 0.469 -0.119 4.604
H 3.857 3.120 0.522
H 3.765 3.407 2.219
H 5.740 2.591 2.533
H 6.136 0.409 2.875
H 4.394 0.368 2.938
H 5.253 -0.169 1.484
C -0.786 -0.391 -6.437
O -1.230 -0.101 -5.120
H -0.289 -1.357 -6.419
H -1.632 -0.437 -7.133
H -0.077 0.367 -6.783
H -1.665 0.758 -5.143
C 1.024 6.706 2.232
O 1.393 5.381 2.599
H 1.216 6.824 1.168
H -0.039 6.869 2.424
H 1.617 7.440 2.786
H 1.221 5.278 3.538
C -1.827 -7.920 0.962
O -1.015 -7.384 -0.084
H -1.460 -7.524 1.906
H -2.869 -7.613 0.824
H -1.764 -9.008 0.975
H -1.345 -7.739 -0.911
C -1.704 6.644 -0.391
O -2.137 7.086 0.897
H -1.138 5.727 -0.254
H -2.562 6.444 -1.038
H -1.063 7.394 -0.858
H -2.631 7.900 0.765
C -5.500 6.973 1.788
O -4.524 7.203 2.793
H -6.464 6.856 2.278
H -5.558 7.820 1.096
H -5.273 6.062 1.228
H -3.676 7.304 2.349
C -3.420 3.225 -3.919
O -2.146 2.600 -3.810
H -4.153 2.446 -4.111
H -3.672 3.736 -2.985
H -3.433 3.942 -4.745
H -1.498 3.289 -3.637
C -4.088 -10.814 1.907
O -2.835 -10.982 1.251
H -4.113 -9.811 2.326
H -4.915 -10.926 1.201
H -4.203 -11.541 2.715
H -2.818 -11.868 0.882
C -0.520 -6.140 -4.117
O -1.061 -5.582 -2.926
H 0.154 -5.413 -4.562
H 0.037 -7.053 -3.884
H -1.324 -6.369 -4.824
H -1.654 -6.234 -2.547
C -3.371 -3.988 -4.880
O -4.085 -5.131 -4.400
H -2.708 -3.644 -4.092
H -2.776 -4.261 -5.756
H -4.070 -3.189 -5.140
H -4.665 -5.426 -5.105
C -5.761 0.497 -2.504
O -4.813 0.520 -1.446
H -6.749 0.357 -2.072
H -5.746 1.442 -3.053
H -5.549 -0.332 -3.186
H -3.939 0.640 -1.830
C 9.725 3.941 1.627
O 9.114 2.836 2.270
H 10.362 4.442 2.354
H 10.340 3.612 0.784
H 8.970 4.647 1.269
H 8.553 2.403 1.616

The HOMO energy comes out at -0.1446 hartree. The lowest unoccupied orbital energy is 1.732 eV. As for the charge: -1. The value obtained for the gap between HOMO and LUMO is 5.67 eV. The multiplicity is 1. Its strongest force on any atom is 1.6 eV/Å. The calculation puts the total energy at -87878.821 eV.



No. 4
Molecular formula: C26H70N2O8
Method: DFT, the ωB97M-V functional and the def2-TZVPD basis

Cartesian coordinates (Å):
C 4.589 -1.095 1.852
C 3.392 -0.184 1.598
C 3.402 0.966 2.647
O 2.139 1.547 2.587
C 1.768 2.393 3.685
N 3.569 0.439 0.327
H 4.530 -1.576 2.828
H 5.583 -0.666 1.729
H 4.594 -1.925 1.145
H 2.436 -0.707 1.567
H 4.194 1.690 2.453
H 3.656 0.573 3.631
H 1.539 1.879 4.619
H 0.812 2.858 3.445
H 2.576 3.116 3.796
H 4.459 0.911 0.262
H 2.921 1.214 0.316
C 1.008 -2.343 3.754
C 0.094 -3.374 3.143
C -0.508 -2.854 1.869
O -1.258 -3.852 1.241
C -1.658 -3.460 -0.056
N 1.002 -4.459 2.857
H 0.999 -2.564 4.821
H 0.640 -1.323 3.640
H 2.023 -2.342 3.359
H -0.823 -3.572 3.699
H 0.325 -2.570 1.227
H -1.160 -1.994 2.025
H -0.807 -3.118 -0.646
H -2.360 -2.626 -0.070
H -2.026 -4.324 -0.609
H 0.400 -5.060 2.313
H 1.713 -4.166 2.201
C 0.137 4.948 -1.309
C 0.347 5.407 0.107
C -0.869 5.312 0.972
O 1.369 4.639 0.685
H -0.723 5.491 -1.702
H 0.054 3.868 -1.426
H 1.032 5.172 -1.889
H 0.670 6.445 0.029
H -1.722 5.842 0.550
H -0.682 5.678 1.981
H -1.167 4.268 1.067
H 1.032 3.741 0.700
C 4.466 -3.433 -2.634
C 4.120 -2.022 -2.225
C 3.453 -1.170 -3.284
O 3.354 -2.103 -1.062
H 3.994 -3.763 -3.560
H 4.095 -4.274 -2.049
H 5.549 -3.463 -2.749
H 5.033 -1.507 -1.927
H 2.386 -1.389 -3.323
H 3.826 -1.205 -4.308
H 3.686 -0.110 -3.184
H 3.429 -1.261 -0.607
C -1.007 -1.957 -5.966
C -2.176 -1.112 -5.414
C -2.504 -1.468 -3.993
O -1.774 0.210 -5.475
H -0.186 -2.155 -5.277
H -0.526 -1.513 -6.837
H -1.314 -2.977 -6.200
H -3.062 -1.165 -6.047
H -1.652 -1.255 -3.347
H -2.718 -2.536 -3.952
H -3.326 -0.837 -3.656
H -1.185 0.271 -6.231
C -1.458 0.493 0.964
C -0.100 0.546 0.364
C -0.092 0.485 -1.184
O 0.458 1.759 0.654
H -2.066 1.398 0.944
H -1.546 0.384 2.044
H -2.027 -0.268 0.430
H 0.549 -0.180 0.854
H 0.891 0.242 -1.586
H -0.369 1.453 -1.603
H -0.713 -0.382 -1.406
H 1.058 1.665 1.397
C -4.077 -1.409 3.601
C -3.828 -1.587 5.094
C -2.331 -1.456 5.517
O -4.542 -0.600 5.783
H -5.046 -1.864 3.395
H -3.216 -1.881 3.127
H -4.033 -0.358 3.315
H -4.215 -2.532 5.476
H -1.785 -0.622 5.077
H -1.796 -2.357 5.216
H -2.229 -1.273 6.587
H -4.493 -0.955 6.673
C -3.171 2.798 -2.087
C -3.145 2.958 -3.618
C -1.744 3.097 -4.185
O -3.723 1.779 -4.162
H -2.677 3.647 -1.615
H -2.715 1.840 -1.838
H -4.200 2.766 -1.726
H -3.804 3.806 -3.805
H -1.155 2.228 -3.892
H -1.218 3.940 -3.737
H -1.657 3.119 -5.272
H -2.986 1.270 -4.508

The HOMO energy (spin up / spin down) comes out at 0.0309 / -0.2694 hartree. The lowest unoccupied orbital energy (spin up / spin down) is 2.244 / 2.243 eV. As for the charge: -1. As for the expectation value of S²: 0.750. The value obtained for the gap between HOMO and LUMO (spin up / spin down) is 1.40 / 9.58 eV. The multiplicity is 2. Its strongest force on any atom is 2.9 eV/Å. The calculation puts the total energy at -47453.525 eV.